No. 1
The following is a quantum chemistry calculation of one molecule with the formula C5H10O2, from OMol25.

CARTESIAN COORDINATES (ANGSTROEM)
H (-1.996, 1.025, -1.692)
C (0.617, 1.755, 0.875)
H (-1.986, 0.202, -0.027)
H (0.075, -0.152, -2.275)
H (-1.535, -2.039, -0.192)
O (-0.653, -2.275, 0.117)
H (1.066, -1.821, -0.883)
H (0.934, -1.335, 1.659)
C (0.899, -0.586, 0.860)
H (1.931, -0.280, 0.622)
C (-1.533, 0.317, -1.008)
H (1.587, 2.019, 1.319)
C (0.257, -1.290, -0.360)
C (-0.407, -0.327, -1.316)
O (0.160, 0.510, 1.352)
H (-0.125, 2.504, 1.166)
H (0.710, 1.774, -0.217)

Forces on the atoms, in the same order (eV/Å):
H 0.1 -0.2 0.1
C 0.0 0.3 0.0
H 0.0 0.0 -0.1
H -0.1 0.0 0.1
H 0.1 -0.1 0.0
O -0.2 0.0 0.0
H -0.2 0.1 0.1
H 0.1 0.1 -0.1
C 0.1 -0.1 0.0
H -0.2 0.0 0.0
C 0.3 -0.1 -0.1
H -0.1 -0.1 0.0
C 0.2 0.1 -0.1
C -0.3 0.2 0.1
O 0.0 -0.1 0.0
H 0.1 -0.1 0.0
H 0.0 0.0 0.1

- Frontier orbital gap: 10.46 eV
- Spin multiplicity: 1
- Energy relative to the best compared isomer or geometry (same formula, charge and spin): 2.601 eV
- Max |F|: 0.349 eV/A
- SMILES: C=C[C@H](O)COC
- HOMO: -0.34750 Ha



No. 2
The following is a quantum chemistry calculation of one molecule with the formula C5H10O2, from OMol25.

CARTESIAN COORDINATES (ANGSTROEM)
C (1.478, -1.461, 0.649)
C (0.409, -1.189, -0.389)
H (1.185, -1.023, 1.607)
H (-1.300, 1.827, -1.472)
H (0.815, 0.647, -1.502)
C (-0.725, 1.735, 0.660)
H (0.678, -1.657, -1.352)
H (-0.683, 2.832, 0.696)
O (-0.820, -1.729, 0.042)
C (-1.194, 1.104, -0.654)
H (1.616, -2.540, 0.780)
H (-2.128, 0.531, -0.603)
C (0.214, 0.378, -0.627)
O (0.577, 1.157, 0.526)
H (-1.294, -0.952, -0.252)
H (-1.243, 1.365, 1.556)
H (2.424, -1.018, 0.332)

Forces on the atoms, in the same order (eV/Å):
C 0.1 0.1 0.0
C 0.5 0.7 -0.2
H 0.1 -0.1 -0.2
H 0.2 -0.3 0.1
H 0.1 0.1 0.2
C -0.1 0.1 0.1
H 0.0 0.2 0.2
H 0.0 -0.2 -0.1
O -0.1 0.4 -0.1
C 0.1 -0.2 -0.1
H -0.1 0.2 -0.1
H 0.2 0.0 0.0
C 0.4 -0.4 -0.2
O 0.3 0.0 0.1
H -1.8 -0.7 0.4
H 0.1 0.0 -0.1
H 0.1 0.0 0.1

- Frontier orbital gap: 10.66 eV
- Spin multiplicity: 1
- Energy relative to the best compared isomer or geometry (same formula, charge and spin): 2.722 eV
- Max |F|: 1.912 eV/A
- SMILES: C[C@@H](O)[C@H]1CCO1
- HOMO: -0.35729 Ha



No. 3
The following is a quantum chemistry calculation of a 2-piece molecular cluster, C5H10O2 overall, from OMol25.

CARTESIAN COORDINATES (ANGSTROEM)
H (-1.137, 0.298, -1.809)
H (-0.135, -0.957, 1.249)
H (-2.149, -1.267, -0.210)
O (2.383, -0.263, 1.719)
C (-1.253, 0.674, -0.788)
H (0.279, 1.399, 0.659)
C (0.168, 0.687, -0.170)
H (-2.455, 0.021, 0.964)
C (3.007, -0.250, 0.683)
H (3.970, 0.276, 0.598)
H (2.609, -0.744, -0.220)
C (0.314, -0.736, 0.266)
O (0.725, -1.611, -0.466)
C (-2.334, -0.190, -0.105)
H (-3.294, 0.009, -0.591)
H (-1.601, 1.706, -0.834)
H (0.903, 0.947, -0.946)

Forces on the atoms, in the same order (eV/Å):
H -0.1 0.2 0.1
H 0.2 -0.2 0.0
H 0.1 0.3 0.0
O 0.3 0.1 -0.5
C -0.2 0.2 -0.2
H -0.2 -0.3 -0.1
C -0.1 -0.1 0.0
H 0.1 0.1 -0.2
C 0.0 0.1 0.3
H 0.1 0.0 0.1
H 0.3 0.0 0.1
C 0.0 -0.3 -0.1
O -0.2 0.2 0.4
C 0.0 0.1 0.0
H 0.1 0.0 0.1
H -0.1 0.0 -0.2
H -0.2 -0.2 0.2

- Frontier orbital gap: 10.38 eV
- Spin multiplicity: 1
- Energy relative to the best compared isomer or geometry (same formula, charge and spin): 2.439 eV
- Max |F|: 0.600 eV/A
- SMILES: CCCC=O.C=O
- HOMO: -0.35380 Ha



No. 4
The following is a quantum chemistry calculation of one molecule with the formula C5H10O2, from OMol25.

CARTESIAN COORDINATES (ANGSTROEM)
H (-1.342, -0.225, 0.933)
C (1.243, -0.755, 0.332)
C (-1.031, -0.100, -0.095)
H (-1.601, -0.756, -2.137)
C (2.618, -0.586, -0.295)
H (-2.419, 1.676, 0.367)
H (-1.658, 1.314, 1.936)
H (-0.617, 1.975, 0.641)
H (3.391, -1.025, 0.346)
H (2.849, 0.474, -0.433)
O (-3.118, 0.188, -1.193)
H (0.987, -1.817, 0.451)
C (-1.985, -0.245, -1.222)
H (2.664, -1.075, -1.272)
H (1.216, -0.285, 1.326)
C (-1.487, 1.366, 0.827)
O (0.289, -0.124, -0.511)

Forces on the atoms, in the same order (eV/Å):
H 0.3 -3.1 0.2
C 0.1 0.0 0.2
C -0.7 2.4 0.9
H 0.1 0.2 0.4
C -0.1 0.0 0.0
H 0.2 0.3 -0.1
H 0.4 -0.7 -1.0
H 0.0 0.6 -0.1
H -0.2 0.0 -0.1
H -0.1 -0.1 0.0
O 0.2 -0.3 -0.1
H 0.0 0.1 0.0
C -0.4 0.2 0.4
H 0.0 0.1 0.1
H 0.0 -0.1 -0.1
C 0.4 0.3 -1.0
O -0.2 0.1 0.1

- Frontier orbital gap: 9.91 eV
- Spin multiplicity: 1
- Energy relative to the best compared isomer or geometry (same formula, charge and spin): 3.900 eV
- Max |F|: 3.092 eV/A
- SMILES: CCO[C@@H](C)C=O
- HOMO: -0.33178 Ha



No. 5
The following is a quantum chemistry calculation of one molecule with the formula C5H10O2, from OMol25.

CARTESIAN COORDINATES (ANGSTROEM)
O (0.804, 0.392, 0.870)
H (-2.290, 1.819, 0.627)
O (-0.641, 0.159, -2.096)
C (1.057, -0.421, -0.300)
H (2.479, -1.725, 0.621)
C (-0.343, 0.979, 0.242)
H (-0.044, 1.926, -0.259)
C (-0.385, -0.181, -0.765)
H (1.738, -2.389, -0.851)
H (-1.064, -0.986, -0.449)
C (-1.520, 1.240, 1.152)
H (1.751, 0.088, -0.989)
H (-0.719, 1.115, -2.034)
C (1.546, -1.801, 0.054)
H (-1.211, 1.813, 2.031)
H (0.804, -2.322, 0.667)
H (-1.962, 0.296, 1.479)

Forces on the atoms, in the same order (eV/Å):
O 0.2 0.1 0.2
H 0.1 -0.1 0.1
O -0.1 0.2 0.0
C 0.2 -0.2 -0.2
H -0.1 -0.1 -0.1
C -0.3 0.1 0.0
H -0.1 -0.3 0.0
C -0.1 0.0 0.4
H 0.0 0.1 0.1
H 0.2 0.1 0.0
C 0.0 -0.1 0.1
H -0.1 0.0 0.2
H 0.0 0.1 -0.7
C 0.0 0.0 0.0
H 0.0 -0.1 -0.1
H 0.1 0.1 -0.1
H 0.1 0.1 0.1

- Frontier orbital gap: 10.80 eV
- Spin multiplicity: 1
- Energy relative to the best compared isomer or geometry (same formula, charge and spin): 1.973 eV
- Max |F|: 0.758 eV/A
- SMILES: C[C@@H]1O[C@H](C)[C@H]1O
- HOMO: -0.36075 Ha



No. 6
The following is a quantum chemistry calculation of one molecule with the formula C5H10O2, from OMol25.

CARTESIAN COORDINATES (ANGSTROEM)
H (1.206, 1.268, 0.807)
H (0.001, 0.398, -1.876)
H (1.735, -1.354, -1.313)
H (-0.867, 0.820, 1.887)
H (-0.917, -1.721, 1.640)
C (0.550, 0.628, 0.204)
C (0.822, -0.904, 0.387)
C (-0.843, 0.432, 0.857)
C (-0.644, -1.092, 0.789)
H (-2.719, 0.540, 0.399)
H (1.582, -1.120, 1.151)
H (0.067, 2.080, -1.329)
C (0.544, 1.101, -1.238)
O (1.029, -1.705, -0.762)
H (-1.084, -1.485, -0.131)
O (-1.907, 0.974, 0.108)
H (1.572, 1.185, -1.611)

Forces on the atoms, in the same order (eV/Å):
H -0.1 -0.2 -0.1
H 0.0 0.1 0.0
H 0.1 0.1 0.1
H 0.0 -0.1 -0.2
H 0.1 0.1 -0.1
C 0.1 0.1 -0.1
C 0.0 0.0 0.2
C 0.2 -0.1 0.2
C -0.1 -0.1 0.0
H 0.1 0.1 -0.1
H -0.2 0.0 -0.1
H 0.1 -0.1 0.0
C 0.0 0.0 -0.1
O 0.3 0.1 -0.2
H -0.4 0.0 0.2
O -0.2 -0.1 0.0
H -0.2 0.0 0.0

- Frontier orbital gap: 10.61 eV
- Spin multiplicity: 1
- Energy relative to the best compared isomer or geometry (same formula, charge and spin): 1.963 eV
- Max |F|: 0.428 eV/A
- SMILES: C[C@@H]1[C@H](O)C[C@@H]1O
- HOMO: -0.35709 Ha



No. 7
The following is a quantum chemistry calculation of a 2-piece molecular cluster, C5H10O2 overall, from OMol25.

CARTESIAN COORDINATES (ANGSTROEM)
H (1.924, -1.761, -0.188)
C (0.238, 2.026, 0.216)
C (-0.286, -0.951, 1.259)
H (-0.754, -0.399, -0.813)
H (1.874, 0.697, 0.352)
H (0.543, -2.484, -1.061)
O (-0.874, 2.026, 0.693)
H (0.232, -0.436, 2.082)
C (0.826, -1.826, -0.232)
H (0.802, 2.976, 0.109)
C (0.957, 0.786, -0.252)
C (0.111, -0.468, -0.145)
H (-2.600, 1.247, -0.817)
O (0.267, -2.254, 1.015)
H (-3.080, 1.051, -1.351)
H (1.298, 0.959, -1.283)
H (-1.359, -0.987, 1.479)

Forces on the atoms, in the same order (eV/Å):
H -0.2 0.0 0.0
C -0.3 0.0 0.1
C -0.2 0.3 0.2
H 0.2 0.0 0.1
H -0.1 0.0 -0.1
H 0.0 0.1 0.1
O 0.5 0.0 -0.2
H -0.1 -0.1 -0.1
C 0.2 0.0 -0.3
H -0.1 -0.1 0.0
C 0.0 -0.1 0.0
C -0.1 0.1 -0.1
H -0.1 0.0 0.0
O 0.0 -0.1 0.1
H 0.0 0.0 0.0
H 0.0 0.0 0.1
H 0.2 0.0 0.0

- Frontier orbital gap: 10.64 eV
- Spin multiplicity: 1
- Energy relative to the best compared isomer or geometry (same formula, charge and spin): 3.321 eV
- Max |F|: 0.558 eV/A
- SMILES: O=CCC1COC1.[H][H]
- HOMO: -0.35677 Ha



No. 8
The following is a quantum chemistry calculation of a 2-piece molecular cluster, C5H10O2 overall, from OMol25.

CARTESIAN COORDINATES (ANGSTROEM)
H (-0.075, 1.653, 2.315)
H (-1.460, -2.129, 0.613)
C (0.146, -0.875, 0.972)
H (-1.237, 0.601, -3.394)
H (0.940, 1.925, -0.541)
H (-0.072, 3.360, 1.310)
H (-0.063, -2.319, -0.638)
H (-0.171, -0.578, 1.966)
C (-0.323, -2.202, 0.472)
H (-0.947, 0.831, -1.856)
O (-1.427, 0.350, -2.497)
C (0.657, 0.097, 0.097)
H (1.709, -1.089, -0.602)
H (0.250, -3.078, 0.946)
C (0.158, 2.251, 1.500)
O (1.352, -0.353, -1.034)
C (0.563, 1.556, 0.372)

Forces on the atoms, in the same order (eV/Å):
H -0.7 -0.3 1.7
H 1.6 -1.0 -0.2
C 0.6 2.3 -2.2
H 0.5 0.5 -0.1
H 0.0 1.9 -0.9
H 0.6 -1.9 1.1
H -0.8 0.3 1.4
H -0.1 0.2 -0.2
C 0.7 -1.0 -0.8
H 1.0 1.0 0.5
O -1.6 -1.5 -0.4
C -1.0 -1.9 3.9
H 1.4 -2.2 0.0
H -1.5 1.0 -0.2
C 0.7 0.6 -5.2
O -1.5 2.6 0.2
C 0.0 -0.6 1.5

- Frontier orbital gap: 8.54 eV
- Spin multiplicity: 1
- Energy relative to the best compared isomer or geometry (same formula, charge and spin): 3.858 eV
- Max |F|: 5.306 eV/A
- SMILES: C=C/C(O)=C/C.O
- HOMO: -0.30249 Ha



No. 9
The following is a quantum chemistry calculation of a 2-piece molecular cluster, C5H10O2 overall, from OMol25.

CARTESIAN COORDINATES (ANGSTROEM)
H (-1.608, 0.053, 0.018)
O (-0.140, -0.496, -1.353)
H (0.815, -1.656, 0.037)
H (-2.072, 0.158, -1.710)
H (-0.890, 2.093, -0.713)
H (1.318, 0.511, 1.049)
C (-1.505, -0.416, -0.967)
C (0.568, -1.293, 1.899)
H (0.764, 2.741, -1.252)
H (1.521, 0.508, -1.856)
O (0.672, -2.157, 0.859)
H (0.752, 0.589, 2.807)
C (0.090, 1.900, -1.136)
H (-1.875, -1.441, -0.924)
H (0.165, -1.778, 2.789)
C (0.525, 0.685, -1.457)
C (0.899, -0.002, 1.910)

Forces on the atoms, in the same order (eV/Å):
H 0.0 -0.1 -0.1
O 0.1 0.1 0.0
H -0.1 -0.1 0.2
H 0.1 -0.1 0.1
H 0.1 0.0 -0.1
H -0.1 -0.1 0.1
C -0.2 0.0 0.1
C 0.0 0.2 0.3
H -0.1 -0.1 -0.1
H -0.1 0.1 0.1
O 0.0 0.1 -0.1
H 0.0 -0.2 -0.1
C 0.0 -0.1 0.0
H 0.1 0.1 0.0
H 0.1 0.0 -0.2
C 0.0 0.2 -0.1
C 0.0 -0.1 0.0

- Frontier orbital gap: 9.82 eV
- Spin multiplicity: 1
- Energy relative to the best compared isomer or geometry (same formula, charge and spin): 2.840 eV
- Max |F|: 0.364 eV/A
- SMILES: C=COC.C=CO
- HOMO: -0.32442 Ha



No. 10
The following is a quantum chemistry calculation of a 2-piece molecular cluster, C5H10O2 overall, from OMol25.

CARTESIAN COORDINATES (ANGSTROEM)
H (0.879, -1.608, -0.978)
O (-1.150, -1.279, -2.497)
H (-0.105, -2.553, 0.171)
C (0.996, 0.322, 0.847)
O (-0.915, 1.609, -1.677)
H (-0.872, 0.936, -2.370)
C (0.993, 1.457, 1.829)
H (-1.001, -0.263, 1.103)
H (1.935, 0.122, 0.327)
H (-0.222, 1.345, -1.057)
C (-0.039, -1.605, -0.383)
H (1.402, 2.369, 1.380)
C (-1.227, -1.540, -1.319)
H (-2.212, -1.747, -0.846)
H (-0.021, 1.673, 2.182)
C (-0.057, -0.454, 0.589)
H (1.616, 1.216, 2.698)

Forces on the atoms, in the same order (eV/Å):
H -0.1 0.0 0.1
O 0.0 -0.2 0.6
H 0.0 0.1 -0.1
C -0.1 -0.1 0.0
O 0.1 0.0 -0.1
H -0.1 0.1 0.1
C 0.0 0.0 0.0
H 0.1 0.0 -0.1
H -0.1 0.0 0.1
H -0.1 0.0 0.0
C 0.1 0.0 -0.1
H -0.1 -0.1 0.1
C 0.0 0.0 -0.3
H 0.1 0.1 -0.1
H 0.2 0.0 0.0
C 0.2 0.1 0.1
H -0.1 0.1 -0.1

- Frontier orbital gap: 10.58 eV
- Spin multiplicity: 1
- Energy relative to the best compared isomer or geometry (same formula, charge and spin): 1.789 eV
- Max |F|: 0.607 eV/A
- SMILES: C/C=C/CC=O.O
- HOMO: -0.35579 Ha



No. 11
The following is a quantum chemistry calculation of one molecule with the formula C5H10O2, from OMol25.

CARTESIAN COORDINATES (ANGSTROEM)
H (-1.215, 1.352, -0.465)
H (1.349, 1.116, -0.957)
H (1.556, -1.489, -0.338)
O (2.454, -0.599, 1.575)
C (-1.136, 0.265, -0.620)
O (0.643, -1.390, -0.641)
C (1.203, 0.805, 0.088)
H (-3.295, -0.029, -0.658)
C (0.128, -0.274, 0.072)
H (0.820, 1.679, 0.634)
H (-2.358, -1.473, -0.214)
C (-2.416, -0.386, -0.112)
H (3.488, 0.732, 0.526)
H (-2.566, -0.150, 0.949)
H (-0.122, -0.582, 1.101)
H (-1.023, 0.124, -1.703)
C (2.490, 0.299, 0.762)

Forces on the atoms, in the same order (eV/Å):
H 0.1 -0.2 0.0
H 0.4 0.0 0.3
H -0.4 -0.4 0.0
O 0.1 0.3 -0.4
C 0.0 0.0 0.0
O 0.0 0.0 -0.1
C 0.2 0.0 0.1
H 0.1 -0.1 0.1
C -0.2 0.4 0.1
H 0.3 -0.1 0.0
H -0.1 0.1 0.0
C -0.1 -0.1 0.0
H -0.5 0.2 -0.2
H 0.0 -0.1 -0.2
H 0.1 0.1 -0.2
H 0.0 -0.1 0.2
C -0.3 -0.1 0.3

- Frontier orbital gap: 11.02 eV
- Spin multiplicity: 1
- Energy relative to the best compared isomer or geometry (same formula, charge and spin): 1.491 eV
- Max |F|: 0.569 eV/A
- SMILES: CC[C@@H](O)CC=O
- HOMO: -0.37563 Ha



No. 12
The following is a quantum chemistry calculation of one molecule with the formula C5H10O2, from OMol25.

CARTESIAN COORDINATES (ANGSTROEM)
H (-1.474, -0.623, 2.305)
H (1.498, 0.585, -0.144)
H (0.830, -2.070, -1.552)
H (-2.701, 0.224, 1.347)
O (1.299, 1.349, -2.585)
O (-0.457, -0.135, -0.027)
C (0.794, -0.067, -0.685)
C (0.586, 0.514, -2.077)
C (-1.760, 0.348, 1.891)
H (-0.291, 0.080, -2.611)
H (0.261, 1.012, 1.538)
H (2.420, -1.473, -1.007)
C (-0.668, 0.853, 0.969)
C (1.350, -1.487, -0.781)
H (-1.925, 1.045, 2.718)
H (1.185, -1.974, 0.183)
H (-0.946, 1.819, 0.516)

Forces on the atoms, in the same order (eV/Å):
H 0.0 0.1 0.0
H -0.2 -0.2 -0.1
H 0.1 0.1 0.2
H 0.1 0.0 0.1
O -0.5 -0.6 0.3
O 0.0 0.0 0.0
C 0.2 0.0 -0.1
C 0.4 0.3 -0.2
C -0.1 0.0 0.0
H 0.1 0.1 0.0
H -0.1 0.0 -0.1
H -0.2 0.0 0.0
C -0.1 0.2 0.2
C 0.0 0.1 -0.1
H 0.0 -0.1 -0.1
H 0.1 0.0 -0.1
H 0.0 -0.2 0.0

- Frontier orbital gap: 10.59 eV
- Spin multiplicity: 1
- Energy relative to the best compared isomer or geometry (same formula, charge and spin): 1.744 eV
- Max |F|: 0.801 eV/A
- SMILES: CCO[C@@H](C)C=O
- HOMO: -0.35145 Ha



What did the eighth record say?
The following is a quantum chemistry calculation of a 2-piece molecular cluster, C5H10O2 overall, from OMol25.

CARTESIAN COORDINATES (ANGSTROEM)
H (-0.075, 1.653, 2.315)
H (-1.460, -2.129, 0.613)
C (0.146, -0.875, 0.972)
H (-1.237, 0.601, -3.394)
H (0.940, 1.925, -0.541)
H (-0.072, 3.360, 1.310)
H (-0.063, -2.319, -0.638)
H (-0.171, -0.578, 1.966)
C (-0.323, -2.202, 0.472)
H (-0.947, 0.831, -1.856)
O (-1.427, 0.350, -2.497)
C (0.657, 0.097, 0.097)
H (1.709, -1.089, -0.602)
H (0.250, -3.078, 0.946)
C (0.158, 2.251, 1.500)
O (1.352, -0.353, -1.034)
C (0.563, 1.556, 0.372)

Forces on the atoms, in the same order (eV/Å):
H -0.7 -0.3 1.7
H 1.6 -1.0 -0.2
C 0.6 2.3 -2.2
H 0.5 0.5 -0.1
H 0.0 1.9 -0.9
H 0.6 -1.9 1.1
H -0.8 0.3 1.4
H -0.1 0.2 -0.2
C 0.7 -1.0 -0.8
H 1.0 1.0 0.5
O -1.6 -1.5 -0.4
C -1.0 -1.9 3.9
H 1.4 -2.2 0.0
H -1.5 1.0 -0.2
C 0.7 0.6 -5.2
O -1.5 2.6 0.2
C 0.0 -0.6 1.5

- Frontier orbital gap: 8.54 eV
- Spin multiplicity: 1
- Energy relative to the best compared isomer or geometry (same formula, charge and spin): 3.858 eV
- Max |F|: 5.306 eV/A
- SMILES: C=C/C(O)=C/C.O
- HOMO: -0.30249 Ha



Number 9 is which compound?
C5H10O2



spin multiplicity of number 7 (C5H10O2)?
1